Entry A
Molecular formula: C6H6N2O2
Method: DFT, ωB97M-V with the def2-TZVPD basis set

The HOMO energy is -9.33 eV. The value obtained for the frontier orbital gap is 9.249 eV. The LUMO energy comes out at -0.08 eV. Its SMILES is O=c1cc[nH]c(=O)[nH]1.C#C.

Cartesian coordinates (Å):
C: 2.260 1.193 0.061
C: 2.787 1.872 0.875
C: -0.460 -1.174 1.086
C: 0.626 -0.686 0.180
C: 0.095 0.169 -0.867
C: -2.142 -0.569 -0.669
H: 1.883 0.546 -0.746
H: 3.223 2.356 1.716
H: -2.487 -1.191 1.390
H: 1.724 -0.679 0.500
H: 0.632 1.057 -1.491
H: -1.566 0.456 -2.284
N: -1.758 -1.045 0.666
N: -1.194 0.179 -1.275
O: -0.388 -1.741 2.078
O: -3.235 -0.744 -1.220

---

Entry B
Molecular formula: C6H6N2O2
Method: DFT, ωB97M-V with the def2-TZVPD basis set

The HOMO energy is -8.32 eV. The value obtained for the frontier orbital gap is 8.489 eV. The LUMO energy comes out at 0.16 eV. Its SMILES is Nc1cncc(C(=O)O)c1.

Cartesian coordinates (Å):
C: 1.036 0.820 0.775
C: 2.061 -0.143 0.444
C: 0.555 -1.475 -0.612
C: -0.483 -0.682 -0.545
C: -0.329 0.613 0.162
C: -1.925 -0.992 -1.077
H: 0.427 2.598 1.366
H: 1.784 1.631 2.817
H: 3.057 0.181 0.604
H: 0.429 -2.374 -1.341
H: -1.027 1.447 0.021
H: -3.776 -0.002 -1.592
N: 1.350 1.776 1.674
N: 1.894 -1.337 -0.136
O: -2.875 -0.069 -0.899
O: -2.181 -1.994 -1.660

---

Short version: entry B is the most stable of them.